1.
This record from the OMol25 dataset describes a molecular structure, C22H49N2OP3STi in a non-equilibrium geometry. The level of theory is the ωB97M-V functional and the def2-TZVPD basis.

Properties
Net charge: +4
Energy above the lowest of the compared OMol25 structures with the same formula, charge and spin in kJ/mol: 116.4
Strongest force on any atom in hartree/bohr: 0.081
HOMO level in eV: -18.86

Last column: Löwdin charge in e.
Positions of all 79 atoms, in Å:
Ti  -0.44229  -0.16336  -0.95164  0.495
P  0.45767  -2.61413  -0.57421  0.753
P  1.84545  0.68741  -0.57906  0.770
P  -2.18881  1.65798  -1.04177  0.731
H  0.46024  4.05815  2.21815  0.088
C  -0.58897  3.93901  1.90433  -0.032
C  -1.55942  3.81884  2.93160  0.261
H  -1.25797  3.95890  3.97406  0.131
C  1.68894  -3.14732  -1.80839  -0.208
C  1.07027  -3.37302  0.96735  -0.229
C  -0.97179  -3.67569  -0.96358  -0.220
C  2.03784  2.37340  0.07469  -0.235
C  2.98781  -0.27477  0.47750  -0.216
C  2.74800  0.74518  -2.16920  -0.205
C  -3.23764  2.04654  0.39995  -0.248
C  -3.41466  1.04525  -2.24931  -0.198
C  -1.73934  3.28810  -1.71629  -0.221
H  -0.82718  4.60151  1.05541  0.122
H  -2.62443  3.84202  2.69838  0.122
H  1.91932  -4.20626  -1.62499  0.081
H  2.60643  -2.55159  -1.71755  0.046
H  1.29093  -3.03299  -2.82494  0.056
H  1.66319  -4.26257  0.70978  0.087
H  0.22562  -3.67381  1.60061  0.046
H  1.70754  -2.66867  1.51587  0.033
H  -0.60224  -4.67801  -1.22114  0.090
H  -1.54819  -3.27445  -1.80636  0.042
H  -1.62898  -3.73633  -0.08759  0.050
H  3.01234  2.78816  -0.21744  0.093
H  1.96327  2.37125  1.16958  0.038
H  1.24370  3.01725  -0.31973  0.031
H  3.96752  0.22423  0.49183  0.090
H  3.11592  -1.29888  0.10387  0.043
H  2.59807  -0.32143  1.50321  0.039
H  3.81934  0.90548  -1.97811  0.088
H  2.36238  1.56888  -2.78462  0.067
H  2.61636  -0.19269  -2.72522  0.058
H  -4.11008  2.62447  0.06383  0.090
H  -2.68889  2.63005  1.14645  -0.020
H  -3.57533  1.11604  0.87239  0.038
H  -4.15105  1.83425  -2.45430  0.088
H  -3.92806  0.16630  -1.83920  0.077
H  -2.92350  0.75525  -3.18643  0.058
H  -2.64554  3.86533  -1.94890  0.087
H  -1.15677  3.14956  -2.63714  0.062
H  -1.12596  3.83863  -0.99268  0.018
C  -0.49820  -0.88502  -3.90647  -0.338
C  -0.80710  -2.09816  -4.54268  0.002
C  -0.66965  -2.19071  -5.92713  -0.015
C  -0.25342  -1.08630  -6.67736  -0.008
C  0.02633  0.12473  -6.03937  -0.027
C  -0.10135  0.24078  -4.65678  -0.016
O  -0.56536  -0.79167  -2.55432  -0.293
H  -0.52429  2.59152  1.12709  0.229
H  -1.14243  -2.94284  -3.93714  0.115
H  -0.89095  -3.13737  -6.41945  0.136
H  -0.14726  -1.16857  -7.76178  0.139
H  0.34731  0.99108  -6.61602  0.131
H  0.11119  1.17594  -4.13068  0.106
C  0.93798  -3.24233  4.61274  -0.042
C  0.65450  -1.78036  4.31601  -0.213
N  -0.54992  -1.62528  3.47704  0.057
C  -0.70047  -0.63191  2.58171  -0.676
S  -1.61138  -0.94249  1.12844  0.692
N  -0.12089  0.56890  2.80510  0.020
C  -0.12519  1.19422  4.14623  -0.199
C  1.18869  1.89209  4.42605  -0.042
H  0.09270  -3.72136  5.12034  0.106
H  1.80203  -3.29319  5.28286  0.109
H  1.18242  -3.80590  3.70477  0.067
H  0.48984  -1.23198  5.25238  0.123
H  1.51741  -1.30960  3.81827  0.119
H  -1.06509  -2.47524  3.24416  0.146
H  -0.32243  1.25502  2.06317  0.044
H  -0.95100  1.91706  4.17388  0.100
H  -0.33610  0.42688  4.89395  0.121
H  1.27990  2.82620  3.85966  0.061
H  1.23883  2.13604  5.49219  0.111
H  2.04228  1.24830  4.18412  0.091



2.
This record from the OMol25 dataset describes a molecular structure, C22H49N2P3PbSSe in a non-equilibrium geometry. The level of theory is the ωB97M-V functional and the def2-TZVPD basis.

Properties
Net charge: +4
Energy above the lowest of the compared OMol25 structures with the same formula, charge and spin in kJ/mol: 257.7
Strongest force on any atom in hartree/bohr: 0.098
HOMO level (spin up / spin down) in eV: -18.32 / -18.32

Last column: Löwdin charge in e.
Positions of all 79 atoms, in Å:
Pb  2.87540  0.74416  0.22390  1.527
P  -1.86558  -0.66915  -1.19626  0.923
P  1.14181  -1.52542  -2.03481  0.783
P  -0.45427  1.86141  0.76778  0.726
H  6.26860  1.45413  -0.40801  0.129
C  5.58802  1.86671  0.37678  0.077
C  4.87442  0.81805  1.07001  -0.384
H  5.21109  -0.22492  0.88833  0.110
C  -2.55658  0.28880  -2.61646  -0.190
C  -2.43465  -2.35018  -1.72359  -0.229
C  -3.24481  -0.30539  -0.02553  -0.261
C  2.97042  -1.45550  -2.34536  -0.298
C  1.05101  -3.33862  -1.74510  -0.254
C  0.63278  -1.53739  -3.81086  -0.250
C  0.81236  3.13136  1.22475  -0.340
C  -1.20547  1.65768  2.43653  -0.272
C  -1.66511  3.07392  0.08837  -0.263
H  5.99892  2.71406  0.97451  0.143
H  4.49151  1.08290  2.08349  0.090
H  -3.60588  0.01660  -2.79695  0.099
H  -1.96705  0.09132  -3.51872  0.049
H  -2.49307  1.35998  -2.38961  0.049
H  -3.52917  -2.34363  -1.83733  0.085
H  -2.15677  -3.08716  -0.95925  0.043
H  -1.98353  -2.65050  -2.67775  0.050
H  -4.17669  -0.74129  -0.41867  0.081
H  -3.38924  0.77387  0.10290  0.039
H  -3.01353  -0.75011  0.94971  0.001
H  3.24289  -2.27480  -3.03042  0.086
H  3.52242  -1.58544  -1.39917  0.016
H  3.23392  -0.48500  -2.79919  0.042
H  1.58280  -3.85441  -2.55663  0.077
H  0.00813  -3.67559  -1.70355  0.037
H  1.52109  -3.55555  -0.78181  0.047
H  1.21313  -2.30741  -4.34060  0.080
H  0.84430  -0.54355  -4.22889  0.021
H  -0.43699  -1.74808  -3.92282  0.032
H  0.33161  4.04530  1.60340  0.077
H  1.42672  3.37577  0.34211  0.019
H  1.45481  2.70851  2.01441  0.028
H  -1.20562  2.62271  2.96563  0.075
H  -0.62319  0.91740  2.98902  0.013
H  -2.23681  1.29479  2.34630  0.046
H  -1.76670  3.91884  0.78334  0.073
H  -2.64840  2.63172  -0.10616  0.031
H  -1.23699  3.42349  -0.85797  0.038
C  2.25923  3.62387  -3.55347  -0.600
C  3.05903  2.88722  -2.65728  -0.200
C  4.24244  3.43324  -2.18284  -0.115
C  4.73035  4.65897  -2.63393  -0.037
C  3.93615  5.40893  -3.51141  -0.010
C  2.69046  4.90894  -3.93507  -0.051
Se  0.74881  2.69445  -4.26946  0.877
H  -0.19633  3.41615  -3.39169  -0.147
H  2.73984  1.86353  -2.33374  0.012
H  4.82003  2.92302  -1.40663  0.041
H  5.71532  5.03566  -2.29526  0.138
H  4.30415  6.40699  -3.81547  0.144
H  2.05092  5.51628  -4.57867  0.129
C  -5.08820  -2.34252  2.51350  -0.054
C  -3.81805  -2.48187  3.33894  -0.195
N  -2.60054  -2.73078  2.46252  0.034
C  -1.33642  -2.22690  2.72356  -0.759
S  -0.30062  -1.71393  1.45394  0.648
N  -0.97618  -2.11112  4.01953  0.040
C  -1.45903  -3.00725  5.13151  -0.181
C  -1.50376  -4.48720  4.81085  -0.061
H  -4.99568  -1.57512  1.74652  0.051
H  -5.91890  -2.05850  3.16431  0.105
H  -5.39829  -3.27623  2.03940  0.097
H  -3.61212  -1.58270  3.93625  0.126
H  -3.92129  -3.31513  4.06375  0.120
H  -2.81349  -2.90777  1.47033  0.118
H  -0.04289  -1.73044  4.13487  0.126
H  -0.73622  -2.79416  5.92113  0.133
H  -2.43080  -2.63133  5.44901  0.107
H  -0.59672  -4.82753  4.30392  0.090
H  -1.61410  -5.10922  5.71350  0.111
H  -2.33915  -4.73190  4.16777  0.059



3.
This record from the OMol25 dataset describes 7 unconnected molecules or ions with the total composition C22H49N3O7S7 in a non-equilibrium geometry. The level of theory is the ωB97M-V functional and the def2-TZVPD basis.

Properties
Net charge: 0
Strongest force on any atom in hartree/bohr: 0.148
HOMO level in eV: -7.65

Last column: Löwdin charge in e.
Positions of all 88 atoms, in Å:
C  2.97706  -8.45187  -5.10462  -0.101
C  3.82692  -7.05195  -5.44375  -0.230
O  2.82356  -6.00656  -5.69751  -0.246
C  3.18484  -4.71948  -5.08342  -0.203
C  2.19491  -4.30107  -3.80284  -0.135
C  0.63936  -4.07927  -4.37230  -0.109
C  -0.22857  -5.39828  -4.87121  0.031
C  -1.75490  -5.35651  -5.46961  -0.164
N  -2.34793  -6.70120  -5.91220  -0.016
C  -2.52475  -3.91109  -5.55172  -0.212
N  -3.96499  -3.74262  -6.04866  -0.270
S  -4.13894  -1.99049  -5.83516  0.813
N  -2.58815  -1.37416  -5.23155  -0.309
C  -1.67211  -2.57277  -5.06288  -0.214
C  -0.10082  -2.61414  -4.49313  0.032
H  1.84127  -8.25690  -4.89558  0.061
H  3.42424  -9.03119  -4.18986  0.071
H  3.01348  -9.21320  -6.02141  0.082
H  4.35612  -7.26472  -6.49166  0.129
H  4.60594  -6.80293  -4.60687  0.123
H  4.31663  -4.61949  -4.80131  0.124
H  2.96220  -3.88651  -5.90914  0.139
H  2.58962  -3.24602  -3.41116  0.098
H  2.25432  -5.06328  -2.91645  0.123
H  0.34451  -6.44122  -4.79720  0.084
H  -1.87154  -7.41545  -5.29603  0.066
H  -1.96466  -6.92172  -6.87988  0.088
H  0.45409  -1.61080  -4.17536  0.102
C  3.83564  -0.89216  -0.01722  -0.282
S  2.13700  -1.48782  -0.19552  0.832
O  2.04062  -2.18561  -1.52026  -0.586
C  1.38455  0.14628  -0.38613  -0.266
H  4.49814  -1.75562  0.07944  0.049
H  4.12345  -0.31210  -0.89741  0.024
H  3.91410  -0.27507  0.88096  0.039
H  1.82281  0.66243  -1.24365  0.046
H  1.54229  0.72968  0.52407  0.062
H  0.31206  0.01755  -0.55085  0.021
C  -3.52718  0.07470  1.93436  -0.257
S  -1.89412  0.71904  1.49853  0.802
O  -1.60396  1.87006  2.41620  -0.565
C  -2.38556  1.40908  -0.09996  -0.263
H  -3.46900  -0.37557  2.92818  0.051
H  -4.25882  0.88623  1.94715  0.052
H  -3.82460  -0.68728  1.21006  0.056
H  -3.18716  2.13866  0.03783  0.059
H  -2.71982  0.60385  -0.75840  0.059
H  -1.51912  1.90352  -0.54578  0.044
C  3.05070  3.95696  -1.43024  -0.268
S  4.63584  3.08564  -1.44118  0.845
O  4.40272  1.71834  -0.86911  -0.571
C  5.41033  4.08968  -0.15086  -0.268
H  2.38250  3.47134  -2.14544  0.050
H  2.60631  3.91352  -0.43291  0.060
H  3.20332  4.99700  -1.72807  0.053
H  4.82111  4.03798  0.76782  0.060
H  5.48665  5.12540  -0.49020  0.052
H  6.41232  3.69761  0.03952  0.051
C  -5.81953  5.27314  4.55684  -0.281
S  -5.05233  4.76137  3.00072  0.809
O  -5.77418  3.53552  2.52389  -0.577
C  -3.48828  4.22100  3.73186  -0.273
H  -6.83483  5.61780  4.34664  0.051
H  -5.86017  4.42917  5.24973  0.057
H  -5.24444  6.09176  4.99592  0.020
H  -3.67212  3.44165  4.47526  0.061
H  -2.98864  5.07376  4.19754  0.048
H  -2.85370  3.82072  2.93749  0.019
C  2.51202  -3.64657  4.26733  -0.268
S  3.77521  -2.35370  4.19770  0.819
O  3.39630  -1.41220  3.09265  -0.566
C  5.09860  -3.41826  3.57466  -0.271
H  1.57331  -3.19741  4.60031  0.052
H  2.37132  -4.08645  3.27700  0.058
H  2.81618  -4.41663  4.98020  0.052
H  4.79907  -3.87201  2.62692  0.057
H  5.31907  -4.19562  4.31004  0.051
H  5.99061  -2.80714  3.41718  0.051
C  -6.29554  10.03672  7.02042  -0.271
S  -5.52834  9.52495  5.46430  0.824
O  -6.25019  8.29910  4.98747  -0.562
C  -3.96429  8.98459  6.19544  -0.274
H  -7.31084  10.38138  6.81022  0.051
H  -6.33618  9.19275  7.71331  0.058
H  -5.72045  10.85535  7.45950  0.052
H  -4.14813  8.20523  6.93884  0.057
H  -3.46465  9.83734  6.66112  0.052
H  -3.32971  8.58430  5.40107  0.049